57
Properties=species:S:1:pos:R:3:forces:R:3 method="wB97M-V/def2-TZVPD" e_lumo_ha="-0.0316 / -0.0222" s2=0.7762 multiplicity=2 orbital_gap_ev="5.340 / 5.585"
S -0.1873 -0.5283 2.2535 -0.10 -0.55 0.29
H -3.9654 -1.8698 -1.2280 0.06 0.12 -0.06
C 1.6993 3.3838 -1.9393 -0.37 -0.07 0.23
H 4.7978 3.7330 -3.3308 0.04 0.05 -0.04
C 3.5242 0.8817 -1.9716 -0.15 -0.11 -0.02
H -2.5145 3.4471 -2.3660 -0.03 0.09 -0.07
N -1.7746 -0.4744 -0.6856 -0.58 -0.48 -0.55
H 2.5742 -0.7757 1.2820 0.14 0.03 -0.11
C -3.2722 -3.2769 -2.5957 0.25 -0.14 -0.27
N 0.1234 1.7484 -1.0733 0.03 0.26 -0.34
H -4.1522 1.7164 -1.6431 -0.08 0.01 -0.01
H 3.4233 -2.8354 0.1161 0.03 0.01 -0.02
N 0.2241 -1.8317 -0.4287 0.01 -0.77 -0.30
H 0.8796 -3.4122 -2.4154 0.01 -0.02 0.07
H 1.1955 -2.7248 1.1365 0.07 -0.07 -0.13
C 4.0224 3.1612 -2.8413 0.05 0.14 -0.09
H 2.9242 4.9313 -2.6060 -0.05 -0.01 -0.02
C -0.9612 2.6982 -1.1099 -0.50 0.58 -0.19
H 3.9649 -0.1064 -1.9313 -0.04 0.00 0.06
H 2.7898 -2.1889 -1.4137 0.06 -0.04 -0.02
H -2.7409 -4.6014 -4.1417 -0.02 -0.11 -0.08
H 5.1567 1.4234 -3.1445 0.11 -0.01 0.00
H -1.5770 0.5815 -2.8439 -0.14 0.08 -0.16
C -2.3632 1.3443 -2.8041 -0.10 0.20 -0.01
C 4.2527 1.8057 -2.6899 -0.07 0.21 0.04
H 3.8301 -0.3951 0.0863 -0.20 0.00 0.11
C -0.5707 -2.2834 -1.3885 -0.14 -0.55 -0.17
S -2.4216 -0.2883 2.7534 -0.16 -0.57 0.10
H 0.9520 4.1548 -1.8040 -0.03 -0.10 -0.03
S -2.6738 1.6259 2.5413 -0.17 0.69 0.25
H -3.7568 -0.2567 -0.0422 0.23 0.14 0.08
C -0.9594 -3.8789 -3.2963 -0.25 -0.06 0.10
C -1.8638 -1.6147 -1.3302 -0.27 -0.28 -0.16
C -3.4775 0.8871 -1.8616 0.33 -0.20 -0.08
C 2.8043 -0.7631 0.2078 0.38 -0.57 0.12
C -0.1858 -3.2292 -2.3503 0.02 0.21 0.05
C 2.2960 1.0162 -1.2960 0.38 0.27 -0.05
N 1.8632 0.1345 -0.4128 0.93 0.14 -0.52
C -2.3366 -3.9411 -3.3894 -0.14 -0.09 -0.13
H -4.0519 0.1160 -2.3785 -0.10 0.06 0.01
H -4.3056 -3.5790 -2.7319 0.03 0.03 -0.01
C -1.7342 2.6874 -2.4384 0.22 -0.20 0.13
C 1.3220 2.0912 -1.5044 0.42 0.28 -0.37
H 1.1195 -3.7164 -0.3312 0.01 0.14 0.13
C -2.9592 0.3236 -0.5278 -0.74 0.61 -0.02
H -1.6383 2.4768 -0.2837 0.14 0.14 -0.03
C -3.0737 -2.2447 -1.7156 0.15 0.25 0.32
H -1.0528 2.9750 -3.2451 -0.01 0.12 0.03
C 1.2747 -2.6961 0.0411 0.58 -0.27 0.02
C 2.8913 3.8599 -2.4402 0.25 -0.24 -0.24
V -0.0173 0.0750 -0.0101 -0.08 0.51 1.90
S 0.2655 1.3430 1.8523 0.06 0.59 -0.04
H -0.4046 -4.4733 -4.0125 -0.01 -0.04 -0.02
H -0.5972 3.7196 -0.9342 -0.12 -0.21 0.13
H -2.7838 1.4311 -3.8094 0.09 -0.02 -0.01
H -2.7341 1.1409 0.1590 -0.20 -0.33 0.03
C 2.6656 -2.1872 -0.3272 -0.23 0.14 0.17

57
Properties=species:S:1:pos:R:3:forces:R:3 method="wB97M-V/def2-TZVPD" e_lumo_ha="-0.3086 / -0.3085" orbital_gap_ev="3.835 / 3.839" relative_energy_kj_mol=41.9 charge=+2
H -2.8327 0.0010 -1.8647 0.04 -0.09 -0.02
C 0.1003 -2.4625 -1.8285 0.21 0.18 0.10
C 3.1792 2.3554 4.0212 -0.23 -0.56 0.69
C 1.6688 2.9371 -2.1645 0.07 -0.17 0.12
Au 0.7535 -0.0298 -0.2738 1.27 1.44 1.84
C 2.1526 1.5262 1.9524 1.07 -0.25 2.67
H -2.6670 -1.4237 1.5430 -0.02 -0.02 0.05
H 0.1115 -2.4212 2.0214 0.01 0.10 0.09
O 1.8374 1.6559 0.7315 -1.37 -0.26 -2.71
H -2.0654 2.3058 -2.9715 -0.03 0.02 -0.03
H 3.1365 2.1766 -3.5392 0.08 0.09 -0.01
Se 3.1700 0.4590 -1.7444 -0.72 -0.27 0.06
C -4.5571 0.2640 1.0586 0.09 0.00 0.02
C -2.3892 -0.9073 0.6260 0.05 0.00 -0.14
C -2.3482 -3.0097 -0.6813 0.08 -0.04 -0.04
C -3.4474 0.5154 -1.1336 -0.04 -0.10 0.13
H -1.7979 -0.0311 0.8810 0.01 0.08 0.05
C -1.8216 -3.8924 -1.6094 -0.01 -0.03 0.01
H 3.9239 -0.4918 -3.9484 0.02 0.03 0.02
C 2.3361 1.7946 -2.9103 0.05 -0.04 0.17
Se -0.0927 2.5217 -1.4427 0.09 -0.52 0.09
Cl 3.0837 1.1171 6.3749 0.13 -0.09 0.56
H -3.2953 -3.2582 -0.1989 0.12 0.06 -0.06
C 1.5469 -0.9546 4.7059 -0.02 -0.15 0.14
H -2.3582 -4.7991 -1.8671 0.06 0.10 0.03
H -0.9260 3.5120 -3.5880 0.00 0.04 -0.02
H 1.0758 -2.2790 -2.2701 -0.15 -0.04 0.08
C -0.4173 -1.5625 -0.8968 -0.11 -0.08 -0.26
C 2.9295 2.4914 2.6652 -0.74 -0.99 -1.28
H 2.3226 -1.1413 -3.5084 0.00 0.02 -0.08
C 0.6306 -1.6854 2.6312 -0.10 0.01 -0.38
C -1.6757 -1.8320 -0.3328 -0.01 0.21 0.01
H 1.5193 3.7823 -2.8322 -0.07 0.05 -0.05
H -0.5989 1.7708 -3.8169 -0.01 -0.02 -0.05
C 0.8851 -1.9153 3.9856 0.03 -0.02 0.05
N -3.6904 -0.3926 0.0298 0.20 0.18 0.01
H -4.4015 0.7967 -1.5698 -0.04 -0.01 0.00
C -0.5918 -3.6106 -2.1897 -0.07 -0.02 0.02
H -4.7383 -0.4310 1.8737 0.02 -0.04 -0.01
H 2.2537 3.2761 -1.3165 0.10 0.05 0.15
H -5.4999 0.5530 0.6038 -0.01 0.00 -0.07
C 1.9746 0.2217 4.0686 0.28 0.50 0.65
H -4.1806 -1.2105 -0.3264 -0.11 -0.13 -0.05
H 3.7947 -1.7624 -2.7175 0.01 0.01 0.03
N 1.0271 -0.5824 2.0165 -0.47 -0.76 -0.99
H -4.0424 1.1469 1.4318 0.02 -0.02 -0.02
I 3.6856 4.1293 1.6575 -0.05 0.01 -0.13
H -0.1616 -4.2930 -2.9135 -0.02 0.05 0.05
H 0.5662 -2.8402 4.4467 0.01 0.02 -0.06
H 3.7555 3.1086 4.5430 -0.03 -0.04 0.00
C 1.6985 0.3634 2.7027 0.50 1.46 -0.63
H 1.6395 1.2493 -3.5372 -0.09 -0.04 -0.15
C -1.0165 2.5208 -3.1537 -0.01 -0.09 0.07
H -2.9320 1.3957 -0.7636 0.03 0.09 0.07
C 2.7157 1.2581 4.7211 -0.12 0.11 -0.73
C 3.3116 -0.8859 -3.1410 0.04 -0.04 0.05
H 1.7596 -1.1004 5.7598 -0.03 0.03 -0.12

54
Properties=species:S:1:pos:R:3:forces:R:3 method="wB97M-V/def2-TZVPD" e_lumo_ha=0.0878 smiles="CC(C)(C)c1cccc(C(C)(C)C)c1O[C@@H](C=[N+]([O-])[O-])c1ccc(Br)cc1" orbital_gap_ev=6.495 relative_energy_kj_mol=51.2 charge=-1
C -0.0285 -3.1871 6.7068 -0.02 0.26 0.26
C -2.3208 -3.4903 5.0714 0.48 0.60 -0.06
H 1.5462 0.3298 7.5010 -0.14 -0.23 -0.07
O -4.9367 1.2848 2.4185 0.75 -0.41 0.01
H -2.6872 -3.2590 2.3881 -0.26 -0.46 0.09
H -4.0181 -1.5859 4.0552 -0.37 -0.15 0.20
H -4.6723 -4.7849 5.9049 0.05 -0.01 -0.08
O -1.8412 -1.1968 4.3148 0.01 -0.06 -1.60
H -0.1593 -2.5681 1.6248 0.40 0.40 0.13
C -0.6240 -0.5350 2.1005 -0.63 1.23 0.35
H -1.4795 0.4152 5.4084 0.21 0.13 0.46
C -0.7204 -4.3802 6.6804 0.04 -0.84 0.27
H -0.9544 1.6211 2.1931 0.26 -0.29 -0.06
C 1.1085 -0.4174 4.9344 0.01 -0.02 -0.54
H -0.3396 1.3694 6.3885 0.04 -0.09 0.10
C 1.1279 1.1216 1.7641 -0.79 -0.21 -0.30
H -5.4049 -4.9897 4.3082 0.20 0.20 0.00
C -1.8510 -4.5162 5.8866 -0.17 0.10 0.06
C -2.8904 0.2857 2.8810 -0.58 0.70 -1.26
H -2.5431 1.1342 3.5032 -0.70 -0.57 -0.78
O -4.5623 -0.7981 1.8009 0.01 0.96 -0.21
C -0.4583 -2.0955 5.9554 0.11 0.03 -0.13
H 1.6308 0.5411 5.0366 -0.02 -0.07 0.10
H -2.8231 -4.9736 2.7691 -0.02 -0.03 -0.05
H 1.9734 -1.3732 7.2443 -0.08 0.14 0.15
H -5.4627 -2.5918 3.8627 0.19 0.01 0.11
N -4.1643 0.2958 2.3302 0.76 -1.13 0.89
H -0.4232 -5.2208 7.3287 -0.03 0.47 -0.41
C 1.5835 -1.2597 1.4587 0.16 0.85 -0.40
H -2.4275 -5.4373 5.9360 0.28 0.17 0.07
C -0.2307 0.8282 2.0093 1.17 -1.07 0.09
H 0.5727 -0.9485 8.2744 0.17 0.03 -0.05
H -4.7835 -2.3008 5.4930 0.02 -0.03 -0.14
Br 3.8747 0.4551 1.2964 -0.05 0.04 -0.04
H 0.4937 -0.3606 4.0376 0.23 -0.02 0.25
H -3.9158 -5.8403 4.6890 -0.08 0.04 0.04
C 1.1322 -0.6807 7.3702 -0.04 -0.09 0.15
C 2.0280 0.0894 1.5316 -0.86 -1.31 0.09
H -4.2622 -4.0604 2.2388 0.14 0.04 0.09
H -2.4745 -1.7063 2.1568 0.26 0.87 0.43
H 0.8382 -3.0883 7.3618 -0.33 -0.05 -0.15
H 2.2769 -2.0479 1.1608 -0.15 0.27 0.20
H -1.4431 0.2061 7.1720 0.06 0.10 -0.08
C -1.5366 -2.2684 5.0357 0.12 -1.23 0.57
C -3.6464 -3.6979 4.2992 0.15 -0.17 0.11
C -0.8248 0.3921 6.2848 -0.26 0.17 0.03
C -4.5354 -2.4698 4.4368 0.02 0.48 -0.11
H 1.8504 -1.2096 4.7800 -0.03 0.10 0.09
H 1.4590 2.1491 1.6952 0.04 0.01 0.15
C -1.9910 -0.8509 2.6573 -1.20 0.57 0.88
C 0.2390 -1.5456 1.6894 0.27 -0.07 0.36
C -3.3413 -4.0130 2.8327 0.13 0.09 -0.23
C 0.2252 -0.7117 6.1383 0.02 -0.30 -0.17
C -4.4487 -4.8958 4.8387 0.04 -0.15 0.08

56
Properties=species:S:1:pos:R:3:forces:R:3 method="wB97M-V/def2-TZVPD" e_lumo_ha="-0.2511 / -0.3351" s2=15.7779 multiplicity=8 orbital_gap_ev="6.520 / 5.024" charge=+2
C 1.4241 0.0900 -2.1610 0.24 -0.06 0.67
C -2.1425 -1.3838 -0.8647 -0.11 -0.28 -0.20
H -4.7086 2.5780 1.5683 -0.21 0.11 -0.23
H 3.3264 1.7343 -1.6594 -0.20 -0.17 -0.27
C 3.6342 -3.0582 -0.1894 -0.15 0.28 -0.19
C -1.2095 1.4505 0.2328 -1.49 -0.32 0.22
H -1.9986 1.4682 3.3092 0.06 0.11 0.08
C -3.3451 -3.5687 -1.2458 0.55 0.26 -0.39
C -2.6228 0.5829 3.4055 0.06 0.37 0.09
H 4.7190 2.7038 0.4417 0.05 0.19 0.49
H 3.6653 1.5397 1.2912 1.07 -0.46 -0.17
C 2.2237 -1.0218 -1.5003 -0.27 0.13 -0.19
H 3.0110 3.2497 -0.8815 0.10 0.24 -0.04
O -2.7147 -4.4403 -0.4419 0.29 0.07 0.35
H 2.0765 0.7056 -2.7609 0.16 0.20 -0.16
C -3.6571 2.7713 1.3666 -0.25 -0.38 -0.15
C 0.7483 0.9253 -1.0762 0.84 -0.44 -1.02
C 3.6039 -1.0822 -1.5702 0.17 -0.04 0.05
H -1.6035 -2.9075 -2.3448 0.22 -0.05 0.09
H 4.7488 1.0463 -0.0087 -0.11 -0.54 0.14
H 5.3737 -2.1439 -0.9658 0.18 0.12 -0.16
C 4.0927 1.8269 0.3423 -0.69 0.81 -1.47
H 1.7355 -3.7571 0.4502 -0.22 -0.11 0.00
C -3.0102 0.0021 2.0408 -0.20 -0.12 0.03
H 4.1617 -0.3424 -2.1219 0.04 0.12 -0.23
C -2.4877 -2.4863 -1.8685 0.00 0.16 0.04
C 4.2979 -2.0942 -0.9239 0.26 -0.09 0.16
O -4.5044 -3.6422 -1.4559 -1.20 -0.17 0.00
N -0.8535 3.2137 1.9438 -0.59 -0.08 0.42
H -1.5800 -1.7772 -0.0217 0.25 -0.03 0.11
H -3.9869 -0.4742 2.0735 -0.18 0.03 -0.07
C 2.2517 -3.0080 -0.1287 0.08 -0.15 0.24
H -2.0563 -0.1379 3.9809 0.06 -0.34 0.01
Eu 2.0296 1.9034 2.4855 0.77 -2.51 3.75
H 0.7032 -0.3246 -2.8446 0.05 -0.04 -0.22
C 1.5283 1.8700 -0.4235 0.00 0.40 1.13
H -3.5066 3.6163 0.7085 -0.11 0.11 -0.19
C -1.4088 -0.2570 -1.6006 -0.75 0.41 0.51
P -2.9512 1.2526 0.7032 0.65 0.04 0.96
C -0.6040 0.7251 -0.7726 -0.16 -0.80 -0.64
H -3.4875 0.8396 4.0027 -0.21 0.18 0.01
S 0.3869 4.1894 2.3709 0.07 0.59 0.24
H -3.1811 2.9762 2.3197 0.19 0.01 0.07
N 1.5743 3.6384 1.2994 -2.04 0.78 -1.28
H -1.8028 -4.1460 -0.3377 0.14 -0.35 0.02
H 4.1891 -3.8233 0.3210 0.07 -0.23 0.10
C 1.5570 -2.0019 -0.7761 0.07 -0.19 0.28
H -3.0886 -2.0301 -2.6461 -0.12 -0.06 -0.24
C 0.8798 2.6454 0.5978 0.78 0.22 -3.47
H -2.1728 0.3331 -2.1060 -0.10 0.04 -0.27
H 0.4835 -1.9915 -0.6842 -0.25 0.09 -0.12
H -2.3029 -0.7705 1.7919 0.19 -0.25 -0.42
C 2.9868 2.1744 -0.7384 0.11 0.18 0.65
H -3.1107 -1.0645 -0.4763 -0.04 0.20 0.18
C -0.4816 2.3994 0.9302 1.70 1.82 0.79
H -0.8328 -0.7162 -2.3804 0.18 -0.01 -0.09